Record 1
C17H17N3O2 | the ωB97M-V functional and the def2-TZVPD basis

Last column: Mulliken charge in e.
Geometry (Å):
C (-1.00513, -0.06946, -3.30448)  -1.42
C (-2.00464, 0.41202, -2.29867)  0.44
C (-1.61312, 1.71913, -1.62715)  -0.88
N (-0.31390, 1.61663, -0.91686)  -0.46
C (-0.12238, 0.86845, 0.19484)  0.14
N (-0.85578, -0.16940, 0.51794)  0.13
C (-0.18943, -0.99187, 1.42094)  0.24
C (-0.56690, -2.27390, 1.79679)  -0.70
C (-1.59363, -3.12382, 1.08757)  0.43
C (-2.60265, -2.87812, 0.17019)  -0.11
C (-3.15940, -4.24016, 0.00144)  -0.68
C (-2.41512, -5.07228, 0.73873)  -0.32
O (-1.42886, -4.44290, 1.39455)  -0.35
C (0.98337, -0.25020, 1.86257)  0.17
O (1.94350, -0.72897, 2.52339)  -0.64
N (0.93096, 0.93995, 1.12343)  0.27
C (2.05459, 1.80214, 1.02389)  0.37
C (2.69211, 2.14093, 2.25736)  -0.30
C (3.84858, 2.92181, 2.14726)  -0.77
C (4.22754, 3.49960, 0.97766)  -0.33
C (3.64710, 3.09783, -0.24153)  -0.73
C (2.65833, 2.18451, -0.16614)  -0.04
H (-0.00167, 0.03920, -2.98648)  0.30
H (-1.25807, -1.05054, -3.48799)  0.38
H (-0.94681, 0.49562, -4.17248)  0.43
H (-2.21238, -0.31983, -1.47627)  -0.50
H (-2.86852, 0.70087, -2.81986)  0.52
H (-2.54218, 2.14648, -1.09430)  0.24
H (-1.55666, 2.41581, -2.41480)  0.41
H (-1.78573, -0.33659, 0.24932)  0.41
H (-0.07753, -2.94095, 2.52828)  0.43
H (-2.96095, -1.99410, -0.26864)  0.33
H (-4.09619, -4.49457, -0.47743)  0.36
H (-2.73995, -6.09156, 0.81935)  0.44
H (2.21573, 1.80271, 3.16916)  0.42
H (4.31996, 3.12273, 3.06481)  0.38
H (5.02078, 4.20715, 1.05157)  0.40
H (4.03985, 3.49378, -1.21372)  0.32
H (2.33520, 1.84186, -1.15424)  0.28

Calculated values
E in a.u.: -972.64627
Energy above the lowest of the compared OMol25 structures with the same formula, charge and spin in kcal/mol: 105.20
Largest force on an atom in eV/Å: 6.79
E_HOMO in eV: -8.05
SMILES string: CCC/N=C1\N/C(=C\c2ccco2)C(=O)N1c1ccccc1
Gap between HOMO and LUMO in eV: 7.48

Record 2
C17H17N5ORuS | the ωB97M-V functional and the def2-TZVPD basis

Last column: Mulliken charge in e.
Geometry (Å):
Ru (-0.23514, -0.00319, 0.35652)  0.04
C (0.16086, -2.93549, 4.98167)  -0.49
C (0.00011, -1.64977, 5.48704)  -0.62
C (-0.11016, -0.57174, 4.63048)  -0.40
C (-0.06577, -0.79786, 3.25848)  0.65
C (0.10587, -2.07594, 2.74605)  -0.14
C (0.22815, -3.14930, 3.61224)  -0.83
N (-0.24559, 0.29664, 2.34751)  0.69
N (-0.15175, 1.47222, 2.75373)  -0.60
C (-0.30123, 2.41419, 1.76399)  0.21
C (-0.29575, 3.78137, 2.02571)  -0.51
C (-0.29945, 4.65472, 0.95465)  -0.59
C (-0.30095, 4.16905, -0.35930)  -0.54
C (-0.31449, 2.80121, -0.61712)  -0.46
C (-0.35014, 1.93067, 0.45605)  1.21
H (0.23748, -3.77562, 5.65862)  0.42
H (-0.04455, -1.49031, 6.55552)  0.40
H (-0.23903, 0.43373, 5.00559)  0.44
H (0.17447, -2.23086, 1.67594)  0.48
H (0.37209, -4.14801, 3.22463)  0.40
H (-0.28178, 4.12632, 3.05146)  0.52
H (-0.28359, 5.72089, 1.13367)  0.43
H (-0.28129, 4.86337, -1.18889)  0.46
H (-0.28236, 2.43726, -1.63672)  0.48
O (3.95613, 0.07580, -0.05096)  -0.26
C (2.81388, 0.01129, 0.01871)  0.55
N (1.58851, -0.05584, 0.09088)  -0.69
S (-2.24217, -0.75058, -0.18704)  -0.36
C (-3.92485, -0.18686, -0.15498)  0.62
N (-4.33104, 0.71878, 0.70675)  -0.03
C (-5.74473, 1.13788, 0.80913)  -0.57
C (-6.62329, -0.00893, 0.33840)  -0.61
C (-6.18364, -0.42843, -1.05391)  -0.57
N (-4.74234, -0.74874, -1.01283)  -0.16
H (-3.65473, 1.09688, 1.35080)  0.13
H (-5.89954, 2.02379, 0.19247)  0.31
H (-5.94647, 1.40192, 1.84412)  0.39
H (-7.66676, 0.29808, 0.32759)  0.36
H (-6.52916, -0.85330, 1.02376)  0.31
H (-6.35069, 0.37281, -1.77453)  0.31
H (-6.71723, -1.31062, -1.39791)  0.39
H (-4.37306, -1.44343, -1.64614)  0.25

Calculated values
E in a.u.: -1499.47315
Energy above the lowest of the compared OMol25 structures with the same formula, charge and spin in kcal/mol: 17.78
Largest force on an atom in eV/Å: 1.55
E_HOMO (spin up / spin down) in eV: -14.81 / -14.81
Charge: +2
Gap between HOMO and LUMO (spin up / spin down) in eV: 5.13 / 5.13

Record 3
C17H17N7O2Pd | the ωB97M-V functional and the def2-TZVPD basis

Last column: Mulliken charge in e.
Geometry (Å):
Pd (0.68804, -0.53398, -1.20438)  0.50
O (4.56175, -1.11750, 0.16642)  -0.67
C (3.36784, -0.98489, -0.03359)  0.78
O (2.77364, -0.89683, -1.16478)  -0.53
C (2.44570, -0.93585, 1.19155)  0.18
C (2.97609, -1.01288, 2.49122)  -0.60
C (2.12620, -0.95632, 3.55675)  -0.59
C (0.73250, -0.84271, 3.34099)  0.91
C (-0.21577, -0.77077, 4.38555)  -0.86
C (-1.54924, -0.67125, 4.10335)  -0.48
C (-1.99943, -0.65707, 2.76694)  -0.78
C (-1.10767, -0.71547, 1.73370)  0.04
C (0.27669, -0.79341, 2.00191)  -0.17
N (1.15801, -0.82830, 0.96601)  -0.21
H (4.04726, -1.10884, 2.59383)  0.52
H (2.50800, -0.98942, 4.57029)  0.42
H (0.12865, -0.79386, 5.41223)  0.38
H (-2.27103, -0.60424, 4.90686)  0.39
H (-3.06039, -0.60002, 2.56234)  0.47
H (-1.43295, -0.71243, 0.69781)  0.49
C (-0.86327, -3.09141, -1.52172)  -1.23
C (-1.75588, -1.89994, -1.73554)  0.20
C (-3.11655, -1.81415, -1.90560)  -0.65
C (-3.42504, -0.44692, -2.13304)  -0.68
C (-2.23622, 0.25065, -2.09787)  0.45
C (-2.00797, 1.72170, -2.24472)  -0.96
N (-1.21472, -0.63350, -1.89396)  -0.05
H (-1.23759, -3.95846, -2.06374)  0.40
H (-0.79249, -3.36800, -0.46533)  0.23
H (0.14504, -2.87275, -1.88768)  0.29
H (-3.82263, -2.63003, -1.87814)  0.48
H (-4.40013, -0.01849, -2.30773)  0.42
H (-2.93478, 2.21090, -2.53885)  0.37
H (-1.24938, 1.92016, -3.00561)  0.18
H (-1.65840, 2.15653, -1.30445)  0.12
N (1.30373, 4.44445, -0.58040)  -0.62
N (1.50916, 3.40475, -1.44379)  0.99
N (2.29373, 3.50347, -2.48448)  -0.95
C (2.24104, 2.26990, -2.97137)  -0.22
N (1.44057, 1.48700, -2.24469)  -0.19
N (0.98117, 2.22924, -1.25705)  0.20
H (1.49424, 5.31584, -1.04885)  0.29
H (0.37943, 4.39074, -0.18019)  0.28
H (2.77306, 1.95440, -3.85022)  0.45

Calculated values
E in a.u.: -1319.58943
Energy above the lowest of the compared OMol25 structures with the same formula, charge and spin in kcal/mol: 27.06
Largest force on an atom in eV/Å: 2.01
E_HOMO (spin up / spin down) in eV: -7.22 / -7.22
Gap between HOMO and LUMO (spin up / spin down) in eV: 5.90 / 5.83

Record 4
C17H18BBeN7O4 | the ωB97M-V functional and the def2-TZVPD basis

Last column: Mulliken charge in e.
Geometry (Å):
C (-2.98070, -1.00514, 0.19176)  0.09
N (-1.81860, -1.42332, -0.34932)  0.34
N (-2.11349, -2.20189, -1.46945)  -0.07
C (-3.45651, -2.33059, -1.56500)  -0.07
C (-4.01537, -1.58207, -0.54063)  -1.12
B (-0.95009, -2.71052, -2.38819)  -0.05
N (-0.16616, -1.44584, -2.89184)  0.18
N (0.16055, -0.50476, -1.92137)  -0.04
C (0.84800, 0.45117, -2.55595)  -0.15
C (1.03386, 0.12424, -3.91544)  -0.89
C (0.37051, -1.09650, -4.09532)  0.00
Be (-0.26141, -1.21432, 0.13195)  -0.41
N (0.04270, -3.40317, -1.38709)  -0.01
N (0.43730, -2.65582, -0.27372)  0.29
C (1.32359, -3.39244, 0.41517)  0.12
C (1.54613, -4.58400, -0.27008)  -1.19
C (0.71910, -4.56018, -1.38730)  -0.04
H (1.73969, -3.02058, 1.35522)  0.51
H (0.56980, -5.30375, -2.16968)  0.47
H (2.21604, -5.35978, 0.02019)  0.45
H (-1.28509, -3.40176, -3.30462)  -0.01
H (0.29896, -1.71022, -4.97899)  0.51
H (-3.92316, -2.89819, -2.37086)  0.48
H (1.56307, 0.70741, -4.64203)  0.45
H (-5.06953, -1.43546, -0.35750)  0.40
H (1.21704, 1.33451, -2.06210)  0.59
H (-2.98877, -0.32300, 1.04055)  0.45
H (2.68095, -0.11221, -0.03123)  0.25
C (2.64509, 0.93793, 0.26987)  -0.84
H (3.44331, 1.47998, -0.26967)  0.35
H (1.67224, 1.38059, -0.00294)  0.03
H (2.75090, 0.98885, 1.36325)  0.30
O (-0.84003, -1.54986, 3.21233)  -0.54
C (-0.47360, -0.52022, 2.63702)  0.33
O (0.12937, -0.40587, 1.45027)  -0.07
C (-0.73989, 0.78671, 3.38533)  0.38
C (-1.65793, 0.89178, 4.47179)  -0.36
C (-2.02681, 2.13988, 4.98901)  -0.50
C (-1.42303, 3.30899, 4.47083)  0.15
C (-0.46099, 3.21131, 3.44802)  -0.36
C (-0.13650, 1.96407, 2.93481)  -0.11
N (-1.71577, 4.60598, 5.02009)  0.87
O (-2.54442, 4.72596, 5.95404)  -0.48
O (-1.10253, 5.59515, 4.53292)  -0.48
H (-2.15491, 0.01000, 4.87672)  0.54
H (-2.77674, 2.28594, 5.77798)  0.52
H (-0.01265, 4.13209, 3.06886)  0.52
H (0.55090, 1.88204, 2.09560)  0.21

Calculated values
E in a.u.: -1381.85067
Largest force on an atom in eV/Å: 4.25
E_HOMO (spin up / spin down) in eV: -15.03 / -15.11
Charge: +2
Gap between HOMO and LUMO (spin up / spin down) in eV: 4.49 / 4.03